# 1
A cluster of 2 separate species, C11H14N2O in total, computed with ωB97M-V/def2-TZVPD.

```
28
Properties=species:S:1:pos:R:3
C -1.96460 3.49395 -0.12132
C -1.66661 2.27433 -0.96588
C -2.62764 1.34481 -1.27607
C -2.35216 0.26231 -2.12981
C -1.07600 0.10215 -2.58277
O -0.69798 -0.91957 -3.43119
C -0.07558 0.97863 -2.18032
C -0.36411 2.08408 -1.42296
H -2.99466 3.55769 0.23141
H -1.73645 4.39872 -0.69835
H -1.32149 3.47656 0.74721
H -3.61568 1.49133 -0.85315
H -3.16003 -0.45100 -2.25519
H -1.22185 -0.90643 -4.24432
H 0.91347 0.78025 -2.56877
H 0.39862 2.81467 -1.19020
C 1.91639 -0.95784 3.62164
C 1.97102 -1.99165 2.53586
C 1.18469 -1.98070 1.41698
N 1.70780 -2.94914 0.59288
C 2.85344 -3.38047 1.17094
N 3.01995 -2.84822 2.33906
H 1.06959 -0.29649 3.42109
H 2.84556 -0.38803 3.66715
H 1.80899 -1.38456 4.62177
H 0.22115 -1.53247 1.28041
H 1.48854 -2.96939 -0.39609
H 3.47565 -4.10351 0.67001
```

Summary:
Net charge: 0
LUMO energy: 0.621 eV
Frontier orbital gap: 9.10 eV
Total energy: -612.30008 Ha

These are the natural (NBO) partial charges, in e, on atoms 1 to 8: -0.625 -0.037 -0.197 -0.274 0.273 -0.704 -0.249 -0.188

=====

# 2
An isolated molecule of C11H14N4OS, computed with ωB97M-V/def2-TZVPD.

```
31
Properties=species:S:1:pos:R:3
O -2.60960 -4.12905 -0.99345
C -1.27580 -4.45698 -0.63485
N -0.59739 -3.23336 -0.18219
C 0.66597 -2.77411 -0.56062
N 1.00860 -1.65356 0.01701
C -0.07277 -1.30774 0.83785
C -0.33691 -0.25833 1.66605
S 0.92717 1.00129 1.88397
C 1.19545 1.65380 0.15824
C 2.18862 2.78600 0.29574
C 1.93649 3.75927 -0.87878
C 0.57830 3.33409 -1.46045
C 0.00438 2.36669 -0.42225
N -1.48867 -0.21907 2.35321
C -2.41180 -1.17251 2.10962
N -2.27155 -2.17439 1.27732
C -1.07917 -2.26920 0.67196
H -2.96325 -3.58419 -0.27444
H -0.75521 -4.83692 -1.53664
H -1.28324 -5.23606 0.12598
H 1.30877 -3.27650 -1.25145
H 1.52319 0.86865 -0.57857
H 2.01428 3.33152 1.23548
H 3.23628 2.47842 0.27969
H 1.87022 4.79474 -0.52835
H 2.74780 3.71054 -1.63993
H -0.11801 4.17209 -1.60386
H 0.68847 2.79685 -2.40715
H -0.69655 1.70071 -0.91989
H -0.54532 2.91723 0.34575
H -3.38871 -1.08996 2.61502
```

Summary:
Net charge: 0
LUMO energy: 0.222 eV
Frontier orbital gap: 9.02 eV
Total energy: -1120.02265 Ha

These are the natural (NBO) partial charges, in e, on atoms 1 to 8: -0.713 0.113 -0.391 0.234 -0.436 -0.022 0.120 0.238